[1]
Here is an isolated molecule of C6H8N4O at a distorted geometry from the OMol25 dataset. Energies are from the ωB97M-V functional and the def2-TZVPD basis.

```
19
Properties=species:S:1:pos:R:3:lowdin_charge:R:1
C -3.064 0.150 0.075 -0.221
C -1.160 -1.471 -0.243 0.018
C 0.216 -1.737 0.023 -0.031
C -1.749 -0.242 0.090 -0.254
C -0.904 0.946 0.472 0.059
C 1.048 0.477 -0.045 -0.362
N -4.155 0.570 0.108 0.169
N 1.203 -0.921 0.411 -0.202
N 1.957 1.270 0.791 0.087
N 1.151 0.465 -1.466 0.125
O 2.294 -1.253 0.896 0.001
H -1.869 -2.188 -0.480 0.095
H 0.422 -2.727 0.079 0.098
H -1.162 1.722 -0.116 0.059
H -0.741 0.906 1.456 0.055
H 2.782 0.651 0.949 0.089
H 2.092 2.253 0.639 0.074
H 0.628 -0.266 -1.836 0.053
H 1.012 1.395 -1.803 0.088
```

Results
LUMO (spin up / spin down)   -0.046 / -0.039 hartree
Energy above the lowest of the compared OMol25 structures with the same formula, charge and spin   529.4 kJ/mol
Orbital gap (spin up / spin down)   7.25 / 7.28 eV
HOMO energy (spin up / spin down)   -8.50 / -8.35 eV
Total charge   0



[2]
Here is an isolated molecule of C18H24N2O3 from the OMol25 dataset. Energies are from the ωB97M-V functional and the def2-TZVPD basis.

```
47
Properties=species:S:1:pos:R:3:lowdin_charge:R:1
C 2.118 3.492 0.275 -0.087
H 1.472 3.768 1.116 0.096
O 3.025 2.478 0.627 -0.088
C 2.534 1.257 0.991 -0.272
C 1.188 0.951 1.085 0.025
C 0.812 -0.346 1.444 -0.108
C 1.820 -1.279 1.769 -0.203
C 3.171 -0.972 1.685 -0.010
C 3.517 0.294 1.279 -0.009
H 4.549 0.589 1.189 0.116
H 3.925 -1.703 1.934 0.111
N 1.207 -2.442 2.162 0.138
C -0.140 -2.293 2.114 -0.220
C -0.447 -1.021 1.645 -0.073
C -1.818 -0.617 1.363 -0.322
O -2.766 -1.108 1.947 0.081
C -2.068 0.381 0.231 -0.099
N -2.145 -0.342 -1.033 -0.132
C -0.875 -0.812 -1.561 -0.117
H -0.298 -1.280 -0.765 0.117
C -0.047 0.301 -2.223 -0.374
C 1.225 -0.245 -2.852 -0.021
H 1.863 -0.670 -2.081 0.079
H 0.978 -1.011 -3.581 0.083
H 1.758 0.555 -3.358 0.082
O -0.804 0.942 -3.236 -0.079
C -2.020 1.476 -2.738 -0.381
C -2.753 2.122 -3.904 -0.033
H -3.672 2.587 -3.558 0.081
H -2.989 1.368 -4.650 0.083
H -2.120 2.876 -4.364 0.080
C -2.858 0.366 -2.082 -0.135
H -3.782 0.782 -1.675 0.128
H -3.115 -0.371 -2.850 0.133
H -1.785 2.245 -1.978 0.148
H 0.224 1.051 -1.458 0.124
H -1.105 -1.568 -2.319 0.137
H -1.319 1.181 0.234 0.097
H -3.052 0.820 0.412 0.130
C -1.042 -3.407 2.486 -0.002
H -1.168 -3.440 3.569 0.095
H -2.024 -3.246 2.050 0.077
H -0.636 -4.362 2.155 0.083
H 1.685 -3.282 2.444 0.167
H 0.443 1.709 0.915 0.092
H 1.501 3.200 -0.581 0.089
H 2.729 4.351 -0.001 0.094
```

Results
SMILES   COc1ccc2[nH]c(C)c(C(=O)CN3C[C@@H](C)O[C@@H](C)C3)c2c1
LUMO   0.026 hartree
Energy above the lowest of the compared OMol25 structures with the same formula, charge and spin   202.5 kJ/mol
Orbital gap   8.72 eV
HOMO energy   -8.01 eV
Total charge   0



[3]
Here is a cluster of 7 separate species, C30H42Cl2O21 in total at a distorted geometry from the OMol25 dataset. Energies are from the ωB97M-V functional and the def2-TZVPD basis.

```
95
Properties=species:S:1:pos:R:3:lowdin_charge:R:1
C -1.183 6.295 0.585 -0.085
C -2.451 5.477 0.444 -0.706
Cl -3.838 6.128 1.314 0.657
C -2.572 4.387 -0.279 -0.614
Cl -4.133 3.592 -0.363 0.691
C -1.358 3.858 -1.017 -0.280
C -0.271 3.139 -0.214 -0.049
O 0.498 2.607 -1.315 0.032
C -0.262 2.650 -2.455 -0.568
O 0.124 2.599 -3.546 0.217
O -1.563 2.826 -1.998 0.045
H -1.129 7.058 -0.205 0.097
H -1.200 6.767 1.575 0.079
H -0.266 5.701 0.534 0.063
H -1.042 4.709 -1.645 0.173
H 0.439 3.822 0.267 0.126
H -0.619 2.397 0.513 0.153
C -6.976 1.767 5.078 -0.022
C -6.109 2.624 4.190 -0.323
C -5.436 1.868 3.075 -0.096
O -4.258 2.649 2.849 0.020
C -3.955 3.259 4.025 -0.566
O -2.927 3.814 4.249 0.149
O -4.979 3.145 4.910 0.089
H -7.422 2.370 5.868 0.082
H -7.774 1.296 4.509 0.086
H -6.384 0.993 5.570 0.095
H -6.685 3.472 3.806 0.153
H -6.045 1.817 2.174 0.139
H -5.132 0.857 3.359 0.141
C 1.292 -0.184 -2.662 -0.017
C 1.614 -1.648 -2.835 -0.315
C 0.980 -2.276 -4.046 -0.084
O 0.853 -3.648 -3.641 0.072
C 0.743 -3.652 -2.290 -0.546
O 0.418 -4.599 -1.642 0.138
O 1.049 -2.437 -1.770 0.089
H 1.779 0.183 -1.758 0.091
H 1.636 0.408 -3.508 0.099
H 0.221 -0.021 -2.532 0.091
H 2.697 -1.798 -2.829 0.147
H 1.599 -2.188 -4.935 0.114
H -0.017 -1.885 -4.263 0.146
C 6.223 -4.279 -2.685 -0.011
C 5.018 -4.277 -3.592 -0.321
C 5.257 -4.933 -4.926 -0.080
O 4.323 -4.246 -5.770 0.076
C 4.138 -3.015 -5.236 -0.558
O 3.587 -2.115 -5.792 0.145
O 4.666 -2.939 -3.987 0.073
H 5.992 -3.780 -1.743 0.091
H 6.550 -5.296 -2.471 0.098
H 7.049 -3.730 -3.137 0.075
H 4.156 -4.716 -3.080 0.160
H 5.054 -6.001 -4.913 0.145
H 6.265 -4.765 -5.315 0.137
C -11.115 6.327 7.037 -0.022
C -10.024 5.466 6.446 -0.334
C -9.592 5.884 5.065 -0.095
O -9.138 4.647 4.505 0.053
C -9.829 3.653 5.126 -0.557
O -9.849 2.522 4.762 0.154
O -10.491 4.128 6.212 0.091
H -11.389 5.966 8.028 0.088
H -10.791 7.365 7.121 0.092
H -12.017 6.284 6.425 0.093
H -9.173 5.411 7.131 0.160
H -8.791 6.621 5.078 0.141
H -10.415 6.260 4.452 0.141
C 1.136 -5.447 1.105 -0.025
C 0.740 -5.098 2.519 -0.330
C 1.348 -3.817 3.026 -0.103
O 1.405 -4.047 4.438 0.058
C 1.507 -5.392 4.618 -0.558
O 1.782 -5.914 5.649 0.161
O 1.258 -6.056 3.458 0.083
H 0.675 -6.387 0.802 0.093
H 0.829 -4.670 0.406 0.059
H 2.216 -5.587 1.027 0.095
H -0.350 -5.088 2.614 0.160
H 0.739 -2.944 2.801 0.138
H 2.364 -3.649 2.661 0.139
C 10.054 -0.860 -4.840 -0.021
C 10.376 -2.325 -5.011 -0.334
C 9.738 -2.957 -6.220 -0.097
O 9.609 -4.324 -5.814 0.062
C 9.504 -4.326 -4.458 -0.565
O 9.176 -5.266 -3.809 0.157
O 9.814 -3.106 -3.945 0.081
H 10.534 -0.466 -3.944 0.088
H 10.394 -0.282 -5.700 0.092
H 8.980 -0.711 -4.715 0.092
H 11.459 -2.477 -5.006 0.160
H 10.354 -2.875 -7.114 0.141
H 8.741 -2.564 -6.436 0.139
```

Results
SMILES   C/C(Cl)=C(/Cl)[C@H]1COC(=O)O1.C[C@@H]1COC(=O)O1.C[C@@H]1COC(=O)O1.C[C@@H]1COC(=O)O1.C[C@@H]1COC(=O)O1.C[C@@H]1COC(=O)O1.C[C@@H]1COC(=O)O1
LUMO   0.011 hartree
Orbital gap   9.85 eV
HOMO energy   -9.57 eV
Total charge   0



[4]
Here is a structure of composition C22H22LiN3O3 from the OMol25 dataset. Energies are from the ωB97M-V functional and the def2-TZVPD basis.

```
51
Properties=species:S:1:pos:R:3:lowdin_charge:R:1
Li -2.143 -1.926 0.498 0.586
C -0.943 2.873 -1.554 -0.063
O -0.144 1.827 -1.037 -0.091
C 1.198 2.025 -0.969 -0.222
C 1.814 3.245 -1.206 -0.020
C 3.197 3.358 -1.175 -0.088
C 3.979 2.247 -0.914 -0.095
C 3.369 1.028 -0.659 -0.020
C 1.985 0.901 -0.665 -0.170
N 1.431 -0.370 -0.438 0.137
C 0.201 -0.694 0.123 -0.365
N -0.120 0.064 1.177 0.149
C -1.268 0.168 2.015 -0.226
C -2.387 -0.662 1.923 -0.141
C -3.397 -0.385 2.861 -0.190
C -3.298 0.610 3.817 -0.117
C -2.168 1.421 3.872 -0.050
C -1.157 1.207 2.957 -0.232
O -0.008 1.966 2.888 -0.113
C 0.081 3.086 3.741 -0.086
N -0.463 -1.747 -0.293 0.048
C -0.156 -2.304 -1.551 -0.225
C -0.202 -1.525 -2.716 -0.027
C 0.073 -2.057 -3.961 -0.089
C 0.406 -3.399 -4.084 -0.090
C 0.436 -4.191 -2.950 -0.011
C 0.154 -3.664 -1.696 -0.240
O 0.301 -4.514 -0.620 -0.097
C -0.873 -4.843 0.100 -0.073
H -0.913 3.762 -0.918 0.095
H -1.958 2.484 -1.567 0.098
H -0.636 3.146 -2.568 0.100
H 1.216 4.115 -1.442 0.104
H 3.659 4.318 -1.364 0.103
H 5.057 2.323 -0.900 0.102
H 3.963 0.146 -0.453 0.117
H 1.892 -1.134 -0.903 0.150
H 0.560 0.781 1.386 0.132
H -4.303 -0.984 2.841 0.068
H -4.106 0.770 4.523 0.093
H -2.097 2.192 4.626 0.096
H 1.016 3.582 3.489 0.091
H 0.103 2.787 4.793 0.094
H -0.753 3.775 3.585 0.095
H -0.469 -0.479 -2.617 0.112
H 0.025 -1.424 -4.838 0.102
H 0.641 -3.824 -5.050 0.101
H 0.697 -5.240 -3.008 0.120
H -0.599 -5.644 0.783 0.094
H -1.660 -5.199 -0.572 0.099
H -1.233 -4.000 0.689 0.056
```

Results
LUMO   0.013 hartree
Energy above the lowest of the compared OMol25 structures with the same formula, charge and spin   0.0 kJ/mol
Orbital gap   7.67 eV
HOMO energy   -7.31 eV
Total charge   0



Number 1: total energy -527.49683 a.u.. Number 2: total energy -1035.52512 a.u.. Number 3: total energy -3668.85124 a.u.. Number 4: total energy -1249.02898 a.u..